{"formula": "C6H7N", "method": "ωB97M-V with the def2-TZVPD basis set", "species": ["C", "C", "C", "C", "N", "C", "C", "H", "H", "H", "H", "H", "H", "H"], "coordinates": [[0.572, -1.547, 0.819], [0.354, -0.084, 0.890], [0.014, 1.257, -0.751], [0.753, 0.411, -1.675], [1.321, -0.327, -2.364], [-0.874, 0.504, 0.596], [-2.168, 0.447, 0.744], [-0.356, -2.070, 1.073], [0.841, -1.821, -0.215], [1.399, -1.860, 1.462], [1.216, 0.546, 1.105], [-0.871, 1.644, -1.254], [0.628, 2.084, -0.390], [-2.830, 0.815, -0.040]], "lowdin_charge": [-0.05, -0.11, -0.08, -0.25, 0.15, -0.36, 0.06, 0.10, 0.09, 0.09, 0.13, 0.11, 0.12, 0.01], "homo_ev": [-8.001, -7.998], "multiplicity": 1}

{"formula": "C6H7N", "method": "ωB97M-V with the def2-TZVPD basis set", "species": ["C", "C", "C", "C", "N", "C", "C", "H", "H", "H", "H", "H", "H", "H"], "coordinates": [[0.471, 1.838, 1.043], [-0.012, 0.484, 0.670], [-0.409, -1.522, -0.767], [-1.836, -1.173, -0.654], [-2.922, -0.804, -0.516], [0.457, -0.330, -0.327], [1.769, -0.048, -0.801], [1.341, 2.139, 0.456], [-0.378, 2.511, 0.845], [0.673, 1.915, 2.119], [-0.889, 0.146, 1.233], [-0.196, -1.765, -1.815], [-0.216, -2.427, -0.175], [2.147, -0.963, -1.312]], "lowdin_charge": [-0.08, -0.06, -0.15, -0.24, 0.15, -0.38, 0.15, 0.06, 0.10, 0.09, 0.12, 0.12, 0.12, 0.01], "homo_ev": -8.687, "multiplicity": 1}

{"formula": "C6H7N", "method": "ωB97M-V with the def2-TZVPD basis set", "species": ["C", "C", "C", "C", "C", "C", "N", "H", "H", "H", "H", "H", "H", "H"], "coordinates": [[4.809, -0.119, -0.175], [-1.538, 0.564, -0.724], [-0.716, 1.358, 0.237], [0.232, -1.342, 0.328], [0.917, -0.685, -0.816], [-0.254, -0.050, -0.174], [5.583, 0.628, 0.178], [4.077, -0.788, -0.568], [-2.293, 0.004, -0.245], [-1.474, 0.897, -1.803], [-0.002, 2.193, -0.164], [-0.937, 1.352, 1.335], [-0.325, -2.184, -0.019], [0.597, -1.397, 1.415]], "lowdin_charge": [-0.10, -0.08, -0.08, -0.18, 0.16, -0.50, 0.05, 0.03, 0.09, 0.13, 0.14, 0.12, 0.08, 0.13], "homo_ev": -9.097, "multiplicity": 1}

{"formula": "C6H7N", "method": "ωB97M-V with the def2-TZVPD basis set", "species": ["C", "C", "C", "C", "C", "C", "N", "H", "H", "H", "H", "H", "H", "H"], "coordinates": [[0.208, 0.567, -0.141], [1.156, 1.009, -1.067], [1.284, -0.307, 0.236], [2.412, 0.651, -0.281], [-2.235, 0.347, -0.431], [-3.155, 0.607, 0.455], [1.156, -1.705, 0.392], [3.205, 0.135, -0.875], [3.049, 1.248, 0.427], [-2.276, -0.100, -1.433], [-2.881, 1.166, 1.333], [0.243, -2.121, 0.613], [-4.279, 0.690, 0.303], [2.112, -2.186, 0.468]], "lowdin_charge": [-0.02, -0.06, -0.35, -0.16, 0.01, -0.11, 0.09, 0.09, 0.11, 0.04, 0.04, 0.10, 0.08, 0.13], "homo_ev": [-7.461, -7.433], "multiplicity": 1}

{"formula": "C6H7N", "method": "ωB97M-V with the def2-TZVPD basis set", "species": ["C", "N", "C", "C", "C", "C", "C", "H", "H", "H", "H", "H", "H", "H"], "coordinates": [[2.643, -0.145, -0.194], [1.461, -0.399, -0.504], [0.059, 0.010, 0.597], [-0.667, 1.250, 0.334], [-1.821, 0.854, -0.338], [-1.875, -0.608, -0.411], [-0.788, -1.175, 0.221], [3.355, -0.652, -0.958], [3.170, 0.347, 0.654], [0.409, 0.093, 1.608], [-0.300, 2.207, 0.460], [-2.590, 1.538, -0.738], [-2.647, -1.164, -0.891], [-0.410, -2.157, 0.161]], "lowdin_charge": [-0.15, 0.05, -0.25, -0.07, -0.06, -0.09, -0.06, 0.09, 0.07, 0.12, 0.07, 0.10, 0.08, 0.08], "homo_ev": -8.371, "smiles": "C=NC1C=CC=C1", "multiplicity": 1}

{"formula": "C6H7N", "method": "ωB97M-V with the def2-TZVPD basis set", "species": ["N", "C", "C", "C", "C", "C", "C", "H", "H", "H", "H", "H", "H", "H"], "coordinates": [[-1.701, -2.466, -0.930], [-1.268, -1.670, -0.211], [-0.722, -0.666, 0.711], [-1.363, 0.697, 0.563], [-0.405, 1.606, 0.341], [0.906, 0.937, 0.290], [0.746, -0.379, 0.482], [-0.873, -1.039, 1.735], [-2.431, 0.861, 0.648], [-0.554, 2.673, 0.218], [1.849, 1.446, 0.121], [1.508, -1.149, 0.492], [1.951, -0.375, -2.174], [2.561, -0.553, -2.560]], "lowdin_charge": [0.15, -0.18, -0.30, -0.05, -0.07, -0.09, -0.08, 0.16, 0.11, 0.10, 0.10, 0.11, 0.01, 0.03], "homo_ev": -9.372, "smiles": "N#CC1C=CC=C1.[H][H]", "multiplicity": 1}

{"formula": "C6H7N", "method": "ωB97M-V with the def2-TZVPD basis set", "species": ["N", "C", "C", "C", "C", "C", "C", "H", "H", "H", "H", "H", "H", "H"], "coordinates": [[3.071, -1.037, 0.214], [1.971, -0.728, 0.396], [0.585, -0.288, 0.604], [-0.474, -1.135, -0.148], [-1.536, -0.113, -0.480], [-1.018, 1.112, -0.505], [0.359, 1.173, 0.108], [0.378, -0.349, 1.679], [-0.058, -1.481, -1.104], [-0.798, -2.019, 0.408], [-2.552, -0.370, -0.770], [-1.492, 1.974, -0.960], [1.141, 1.494, -0.591], [0.374, 1.875, 0.949]], "lowdin_charge": [0.14, -0.20, -0.29, -0.15, -0.09, -0.10, -0.14, 0.15, 0.12, 0.11, 0.10, 0.10, 0.12, 0.11], "homo_ev": -9.705, "smiles": "N#CC1CC=CC1", "multiplicity": 1}

{"formula": "C6H7N", "method": "ωB97M-V with the def2-TZVPD basis set", "species": ["C", "C", "C", "C", "C", "C", "N", "H", "H", "H", "H", "H", "H", "H"], "coordinates": [[2.239, -0.595, -0.813], [1.221, 0.320, -1.000], [0.000, 0.083, -0.272], [-1.167, 0.770, -0.564], [-2.069, 0.433, 0.471], [-1.325, -0.147, 1.510], [-0.085, -0.478, 0.963], [2.276, -1.310, 0.029], [2.936, -0.749, -1.673], [1.148, 1.050, -1.792], [-1.160, 1.450, -1.373], [-3.193, 0.588, 0.560], [-1.473, -0.274, 2.600], [0.651, -1.141, 1.353]], "lowdin_charge": [0.00, -0.11, -0.36, -0.06, -0.11, -0.11, 0.05, 0.04, 0.06, 0.10, 0.09, 0.11, 0.11, 0.17], "homo_ev": -7.547, "smiles": "C=Cc1ccc[nH]1", "multiplicity": 1}

Relative energy (zero: lowest compared OMol25 entry of this formula, charge and spin) values (in kJ/mol) by entry order: 590.5 444.0 676.3 905.3 373.3 229.1 92.9 200.5.
Calculated total energy values (in Ha) by entry order: -287.36231 -287.41811 -287.32965 -287.24244 -287.44503 -287.49997 -287.55187 -287.51086.